ORCA calculation (ωB97M-V/def2-TZVPD) on a structure of composition C30H26F2FeN6O2S.

Last column: Löwdin spin population.
Element x y z (Å)
Fe -0.03891 -0.09180 0.17047  1.20
O -1.72165 1.02258 -0.57068  0.03
C -2.09942 1.49620 -1.68896  0.00
C -3.18316 2.43008 -1.74599  0.00
C -3.64604 2.93605 -2.92970  0.00
C -3.06624 2.56254 -4.15297  0.00
C -2.01619 1.68060 -4.13640  0.00
C -1.50795 1.13965 -2.94219  0.00
C -0.45959 0.17343 -3.04190  0.00
N 0.18660 -0.41002 -2.10624  0.01
C 1.09645 -1.45915 -2.55466  0.00
C 1.58738 -2.31427 -1.38957  0.00
N 0.57080 -2.35925 -0.37774  -0.02
C 0.32682 -3.43133 0.26071  0.00
C -0.73089 -3.57161 1.21986  0.00
C -0.85598 -4.76030 1.94919  0.00
C -1.88913 -4.96244 2.83443  0.00
C -2.85281 -3.95598 2.98716  0.00
C -2.75995 -2.77981 2.28719  0.00
C -1.68360 -2.51590 1.38922  0.00
O -1.62848 -1.40290 0.76622  0.00
H -3.62439 2.71818 -0.80204  0.00
H -4.47304 3.63784 -2.92210  0.00
H -3.44526 2.95248 -5.08866  0.00
H -1.55129 1.38884 -5.07369  0.00
H -0.22332 -0.10256 -4.08087  0.00
H 0.58260 -2.09572 -3.28376  0.00
H 1.95984 -1.01149 -3.05906  0.00
H 1.87357 -3.31244 -1.75018  0.00
H 2.46971 -1.84166 -0.95810  0.00
H 0.92508 -4.33363 0.06138  0.00
H -0.10298 -5.53141 1.81399  0.00
H -1.96628 -5.88700 3.39209  0.00
H -3.67904 -4.11040 3.67236  0.00
H -3.50534 -2.00124 2.39553  0.00
S 2.36332 0.20262 0.30651  -0.04
C 2.70694 1.92059 0.21134  0.00
N 3.96393 2.22498 0.23171  0.01
N 4.29255 3.56158 0.05827  0.00
C 4.20466 4.24986 -1.12525  0.00
C 3.52322 3.73486 -2.23777  0.00
C 3.54713 4.41343 -3.44240  0.00
C 4.22325 5.61962 -3.57314  0.00
C 4.85977 6.15641 -2.46138  0.00
C 4.85374 5.48734 -1.25216  0.00
N 1.74937 2.89604 0.19003  0.00
N 0.59997 2.61417 0.55031  0.00
C -0.22399 3.71456 0.71864  0.00
C -0.01979 4.92887 0.04783  0.00
C -0.84890 6.00584 0.28878  0.00
C -1.89292 5.90010 1.19895  0.00
C -2.09159 4.70214 1.87402  0.00
C -1.27666 3.61489 1.63352  0.00
H 5.00267 3.85842 0.70360  0.00
H 3.00338 2.79185 -2.14734  0.00
H 3.03924 3.98507 -4.29766  0.00
H 4.25778 6.13076 -4.52636  0.00
H 5.38082 7.10294 -2.54077  0.00
H 5.36372 5.90850 -0.39263  0.00
H 0.78889 4.99704 -0.66762  0.00
H -0.67645 6.93961 -0.23193  0.00
H -2.54061 6.74692 1.38588  0.00
H -2.89240 4.61824 2.59817  0.00
H -1.42381 2.67655 2.14549  0.00
F 0.68858 1.10512 2.72305  -0.02
C -0.07474 0.11037 2.16513  -0.13
F 0.46184 -1.06439 2.63927  -0.02
H -1.07606 0.20105 2.59979  -0.01

E_tot = -3499.3813 hartree
HOMO energy (alpha / beta) = -4.656 / -4.699 eV
Relative energy (zero: lowest compared OMol25 entry of this formula, charge and spin) = 51.58 kcal/mol
HOMO-LUMO gap (alpha / beta) = 6.4 / 6.5 eV
Net charge = -1
Multiplicity = 2
LUMO energy (alpha / beta) = 1.76 / 1.76 eV



ORCA calculation (ωB97M-V/def2-TZVPD) on a cluster of 4 separate species, C4H9Cl6NO2 in total.

Last column: natural (NBO) charge in e.
Element x y z (Å)
C 1.08796 2.39311 -0.62264  -0.48
N -0.12692 3.25382 -0.60024  0.53
O -1.13009 2.82974 -1.12575  -0.37
O -0.02609 4.32274 -0.03594  -0.37
H 0.75702 1.36156 -0.60443  0.22
H 1.63006 2.59257 0.29884  0.23
H 1.71186 2.65340 -1.46903  0.24
Cl 3.04151 -1.01162 -1.07703  -0.03
C 4.32527 -0.98423 -2.29213  -0.39
Cl 4.72327 0.68486 -2.72988  -0.03
H 5.23252 -1.43063 -1.89780  0.22
H 4.04463 -1.53946 -3.18032  0.23
Cl 0.01259 -2.85352 0.14369  -0.02
C 0.20674 -1.44187 1.19488  -0.40
Cl 0.93851 -1.86611 2.74765  -0.01
H 0.65332 -0.58640 0.70185  0.21
H -0.81489 -1.12811 1.40034  0.22
Cl -6.28697 -0.46501 2.72063  -0.01
C -5.32333 -1.58937 1.77752  -0.38
Cl -3.70462 -0.88760 1.39759  -0.06
H -5.15272 -2.45250 2.40808  0.22
H -5.79962 -1.85536 0.84411  0.22

E_tot = -3124.0784 hartree
HOMO energy = -10.990 eV
Relative energy (zero: lowest compared OMol25 entry of this formula, charge and spin) = 7.64 kcal/mol
HOMO-LUMO gap = 11.3 eV
SMILES = C[N+](=O)[O-].ClCCl.ClCCl.ClCCl
LUMO energy = 0.32 eV



ORCA calculation (ωB97M-V/def2-TZVPD) on a structure of composition C18H36InN2O3.

Last column: Mulliken charge in e.
Element x y z (Å)
C 0.08311 0.14256 0.28607  -0.71
C 0.07834 -1.16867 -0.60575  0.10
O -0.80038 -1.07015 -1.72456  -0.82
In -2.78020 -1.51930 -1.13043  1.23
N -3.72984 -2.31483 -2.86986  -0.74
O -2.84492 -2.83255 0.50657  -0.86
C -3.67867 0.47075 -0.45663  -1.08
C -5.24710 0.48758 -0.60732  0.46
C -5.92227 -0.25635 0.62523  -1.09
O -5.81372 1.78502 -0.89418  -0.43
C -5.50478 2.74626 0.10343  -0.67
C -4.31122 3.68865 -0.24354  0.63
C -3.34346 4.08753 0.79372  -0.38
C -2.19146 4.94131 0.49782  -0.46
C -1.93925 5.43910 -0.86725  -0.52
C -2.92532 5.05924 -1.87439  -0.32
C -4.07746 4.21563 -1.58491  -0.39
H -0.47712 -0.01245 1.25368  0.17
H 1.15792 0.35711 0.56886  0.25
H -0.27416 1.05556 -0.26077  0.19
H -0.21667 -2.07348 0.00007  0.22
H 1.12551 -1.29823 -1.02431  0.03
H -3.19192 -1.96241 -3.67189  0.18
H -4.66666 -1.89742 -2.89158  0.19
H -2.98485 -2.25202 1.27567  0.24
H -3.33942 0.69488 0.59233  0.23
H -3.27807 1.21891 -1.19954  0.27
H -5.47241 -0.15247 -1.51064  0.02
H -5.13227 -0.30460 1.43405  0.24
H -6.21703 -1.31194 0.41597  0.29
H -6.74929 0.37390 1.05338  0.33
H -6.41865 3.40859 0.19679  0.35
H -5.32275 2.32781 1.12642  0.37
H -3.43498 3.75870 1.86030  0.23
H -1.44064 5.23826 1.27299  0.30
H -1.06322 6.06965 -1.12693  0.36
H -2.79840 5.39465 -2.93157  0.29
H -4.79177 3.96683 -2.40053  0.30
C 3.91925 -4.08649 0.61258  -1.45
C 4.61363 -2.89530 -0.03550  -0.40
N 4.74388 -1.74206 0.84187  0.23
C 5.14321 -0.52873 0.14191  -0.69
C 6.52631 -0.50666 -0.51263  -1.07
C 5.41035 -1.97747 2.11274  -0.73
C 6.83678 -2.53333 2.08125  -0.96
H 2.94119 -3.80568 1.00842  0.32
H 3.76697 -4.87362 -0.12910  0.44
H 4.51414 -4.51520 1.42264  0.31
H 4.00782 -2.60969 -0.90095  0.49
H 5.58700 -3.22352 -0.42751  0.23
H 5.06249 0.32283 0.82540  0.41
H 4.39851 -0.33160 -0.63682  0.34
H 7.32214 -0.39892 0.22534  0.22
H 6.60061 0.35643 -1.18120  0.43
H 6.72006 -1.39717 -1.11192  0.27
H 4.79347 -2.66673 2.69856  0.39
H 5.40562 -1.05304 2.69914  0.35
H 6.95322 -3.35106 1.36729  0.25
H 7.10068 -2.92465 3.06800  0.37
H 7.56815 -1.75994 1.84370  0.27

E_tot = -1232.7724 hartree
HOMO energy = -4.640 eV
Relative energy (zero: lowest compared OMol25 entry of this formula, charge and spin) = 0.00 kcal/mol
HOMO-LUMO gap = 7.3 eV
Net charge = -1
LUMO energy = 2.65 eV



ORCA calculation (ωB97M-V/def2-TZVPD) on an isolated molecule of C21H26ClN3O5S.

Last column: natural (NBO) charge in e.
Element x y z (Å)
C 1.16995 -1.07937 2.39076  -0.62
C 2.19000 -0.66778 1.33465  -0.41
C 1.56551 0.11311 0.17713  -0.40
C 1.18749 1.53994 0.58969  -0.23
N 0.43025 2.22641 -0.42850  -0.70
C 1.10470 2.94735 -1.48038  -0.21
C 1.87814 4.17693 -0.99207  -0.41
C 0.98015 5.15236 -0.23562  -0.41
C 1.75585 6.37156 0.24767  -0.60
S -1.15948 2.54360 -0.10028  2.35
O -1.64443 3.52025 -1.02883  -0.94
O -1.34258 2.75863 1.30740  -0.94
C -1.90816 0.96712 -0.51635  -0.33
C -2.37445 0.76346 -1.80138  -0.17
C -2.88559 -0.46971 -2.15704  -0.23
C -2.90589 -1.50970 -1.22797  0.15
N -3.38908 -2.76317 -1.62014  -0.61
C -2.91649 -3.99367 -1.28755  0.66
O -3.48093 -5.00797 -1.62803  -0.57
C -1.63443 -4.03969 -0.50373  -0.13
C -1.61007 -4.74174 0.69889  -0.17
C -0.44091 -4.86889 1.42289  -0.19
C 0.72405 -4.30672 0.91670  0.02
N 1.95774 -4.41760 1.66569  0.53
O 2.95288 -3.93476 1.17359  -0.37
O 1.91246 -4.97911 2.73576  -0.36
C 0.73735 -3.64006 -0.29996  -0.16
C -0.44474 -3.50811 -1.00734  -0.04
Cl -0.40610 -2.70151 -2.53025  0.04
C -2.47181 -1.28089 0.07651  -0.20
C -1.97307 -0.03965 0.42748  -0.19
H 0.35312 -1.63949 1.93719  0.19
H 0.75206 -0.21042 2.89184  0.21
H 1.64242 -1.70414 3.14552  0.22
H 2.96557 -0.05788 1.80160  0.20
H 2.67734 -1.56312 0.94351  0.22
H 2.27649 0.16401 -0.64990  0.20
H 0.67320 -0.40520 -0.18223  0.20
H 0.55601 1.52511 1.47811  0.23
H 2.09443 2.10192 0.83229  0.20
H 0.32041 3.26753 -2.16708  0.23
H 1.77724 2.25946 -2.00438  0.20
H 2.30953 4.67208 -1.86456  0.21
H 2.70472 3.86591 -0.34870  0.19
H 0.16406 5.46654 -0.88799  0.21
H 0.52878 4.64133 0.61759  0.20
H 2.19046 6.90678 -0.59425  0.20
H 1.09903 7.05100 0.78433  0.21
H 2.56153 6.07452 0.91624  0.20
H -2.33765 1.58202 -2.50181  0.24
H -3.25408 -0.64147 -3.15738  0.22
H -4.14218 -2.77133 -2.29812  0.42
H -2.52664 -5.18415 1.05769  0.24
H -0.41195 -5.39642 2.36356  0.26
H 1.66182 -3.23587 -0.68173  0.26
H -2.54250 -2.06493 0.81396  0.22
H -1.65151 0.16559 1.43533  0.24

E_tot = -2214.5985 hartree
HOMO energy = -9.067 eV
Relative energy (zero: lowest compared OMol25 entry of this formula, charge and spin) = 81.49 kcal/mol
HOMO-LUMO gap = 7.9 eV
SMILES = CCCCN(CCCC)S(=O)(=O)c1ccc(NC(=O)c2ccc([N+](=O)[O-])cc2Cl)cc1
LUMO energy = -1.15 eV



Please write out number 2 again, unchanged.
ORCA calculation (ωB97M-V/def2-TZVPD) on a cluster of 4 separate species, C4H9Cl6NO2 in total.

Last column: natural (NBO) charge in e.
Element x y z (Å)
C 1.08796 2.39311 -0.62264  -0.48
N -0.12692 3.25382 -0.60024  0.53
O -1.13009 2.82974 -1.12575  -0.37
O -0.02609 4.32274 -0.03594  -0.37
H 0.75702 1.36156 -0.60443  0.22
H 1.63006 2.59257 0.29884  0.23
H 1.71186 2.65340 -1.46903  0.24
Cl 3.04151 -1.01162 -1.07703  -0.03
C 4.32527 -0.98423 -2.29213  -0.39
Cl 4.72327 0.68486 -2.72988  -0.03
H 5.23252 -1.43063 -1.89780  0.22
H 4.04463 -1.53946 -3.18032  0.23
Cl 0.01259 -2.85352 0.14369  -0.02
C 0.20674 -1.44187 1.19488  -0.40
Cl 0.93851 -1.86611 2.74765  -0.01
H 0.65332 -0.58640 0.70185  0.21
H -0.81489 -1.12811 1.40034  0.22
Cl -6.28697 -0.46501 2.72063  -0.01
C -5.32333 -1.58937 1.77752  -0.38
Cl -3.70462 -0.88760 1.39759  -0.06
H -5.15272 -2.45250 2.40808  0.22
H -5.79962 -1.85536 0.84411  0.22

E_tot = -3124.0784 hartree
HOMO energy = -10.990 eV
Relative energy (zero: lowest compared OMol25 entry of this formula, charge and spin) = 7.64 kcal/mol
HOMO-LUMO gap = 11.3 eV
SMILES = C[N+](=O)[O-].ClCCl.ClCCl.ClCCl
LUMO energy = 0.32 eV



The highest relative energy (zero: lowest compared OMol25 entry of this formula, charge and spin) belongs to which entry?
C21H26ClN3O5S



What did the fourth record say?
ORCA calculation (ωB97M-V/def2-TZVPD) on an isolated molecule of C21H26ClN3O5S.

Last column: natural (NBO) charge in e.
Element x y z (Å)
C 1.16995 -1.07937 2.39076  -0.62
C 2.19000 -0.66778 1.33465  -0.41
C 1.56551 0.11311 0.17713  -0.40
C 1.18749 1.53994 0.58969  -0.23
N 0.43025 2.22641 -0.42850  -0.70
C 1.10470 2.94735 -1.48038  -0.21
C 1.87814 4.17693 -0.99207  -0.41
C 0.98015 5.15236 -0.23562  -0.41
C 1.75585 6.37156 0.24767  -0.60
S -1.15948 2.54360 -0.10028  2.35
O -1.64443 3.52025 -1.02883  -0.94
O -1.34258 2.75863 1.30740  -0.94
C -1.90816 0.96712 -0.51635  -0.33
C -2.37445 0.76346 -1.80138  -0.17
C -2.88559 -0.46971 -2.15704  -0.23
C -2.90589 -1.50970 -1.22797  0.15
N -3.38908 -2.76317 -1.62014  -0.61
C -2.91649 -3.99367 -1.28755  0.66
O -3.48093 -5.00797 -1.62803  -0.57
C -1.63443 -4.03969 -0.50373  -0.13
C -1.61007 -4.74174 0.69889  -0.17
C -0.44091 -4.86889 1.42289  -0.19
C 0.72405 -4.30672 0.91670  0.02
N 1.95774 -4.41760 1.66569  0.53
O 2.95288 -3.93476 1.17359  -0.37
O 1.91246 -4.97911 2.73576  -0.36
C 0.73735 -3.64006 -0.29996  -0.16
C -0.44474 -3.50811 -1.00734  -0.04
Cl -0.40610 -2.70151 -2.53025  0.04
C -2.47181 -1.28089 0.07651  -0.20
C -1.97307 -0.03965 0.42748  -0.19
H 0.35312 -1.63949 1.93719  0.19
H 0.75206 -0.21042 2.89184  0.21
H 1.64242 -1.70414 3.14552  0.22
H 2.96557 -0.05788 1.80160  0.20
H 2.67734 -1.56312 0.94351  0.22
H 2.27649 0.16401 -0.64990  0.20
H 0.67320 -0.40520 -0.18223  0.20
H 0.55601 1.52511 1.47811  0.23
H 2.09443 2.10192 0.83229  0.20
H 0.32041 3.26753 -2.16708  0.23
H 1.77724 2.25946 -2.00438  0.20
H 2.30953 4.67208 -1.86456  0.21
H 2.70472 3.86591 -0.34870  0.19
H 0.16406 5.46654 -0.88799  0.21
H 0.52878 4.64133 0.61759  0.20
H 2.19046 6.90678 -0.59425  0.20
H 1.09903 7.05100 0.78433  0.21
H 2.56153 6.07452 0.91624  0.20
H -2.33765 1.58202 -2.50181  0.24
H -3.25408 -0.64147 -3.15738  0.22
H -4.14218 -2.77133 -2.29812  0.42
H -2.52664 -5.18415 1.05769  0.24
H -0.41195 -5.39642 2.36356  0.26
H 1.66182 -3.23587 -0.68173  0.26
H -2.54250 -2.06493 0.81396  0.22
H -1.65151 0.16559 1.43533  0.24

E_tot = -2214.5985 hartree
HOMO energy = -9.067 eV
Relative energy (zero: lowest compared OMol25 entry of this formula, charge and spin) = 81.49 kcal/mol
HOMO-LUMO gap = 7.9 eV
SMILES = CCCCN(CCCC)S(=O)(=O)c1ccc(NC(=O)c2ccc([N+](=O)[O-])cc2Cl)cc1
LUMO energy = -1.15 eV



What is the formula in the second record?
C4H9Cl6NO2